1.
54
Properties=species:S:1:pos:R:3:forces:R:3 method="wB97M-V/def2-TZVPD" lumo_ev=0.1 homo_energy_ev=-8.7 smiles="CCCCCn1c(=O)c(C(=O)NCCc2ccccc2)c(O)c2ccccc21" homo_lumo_gap_ev=8.765 total_charge=0
C -2.986340 -1.274442 -2.663995 0.08 -0.23 0.11
C -1.850823 -2.242312 -2.359406 0.06 0.31 -0.05
C -0.497064 -1.535745 -2.351461 0.01 -0.31 -0.03
C 0.653480 -2.480290 -1.996639 -0.05 0.18 0.14
C 0.740877 -2.765679 -0.492349 -0.24 -0.32 -0.30
N 1.457598 -1.722026 0.226895 -0.30 -0.03 0.02
C 2.829334 -1.674697 0.182098 0.58 0.34 0.23
C 3.591201 -2.604281 -0.541683 -0.08 -0.12 -0.06
C 4.965801 -2.529044 -0.556844 -0.06 0.07 0.05
C 5.639421 -1.529573 0.139629 0.09 0.03 0.01
C 4.915580 -0.608414 0.854951 -0.13 -0.02 -0.01
C 3.517508 -0.668377 0.886277 0.14 -0.11 -0.10
C 2.763909 0.296316 1.643329 -0.43 0.03 0.04
C 1.382479 0.217424 1.670152 0.29 0.32 0.16
C 0.687028 -0.818529 0.942886 0.13 -0.05 0.02
O -0.539597 -0.943271 0.927787 -0.17 -0.01 -0.05
C 0.646588 1.238768 2.451693 -0.29 -0.42 -0.15
O 1.255016 2.139190 3.058511 0.28 0.28 0.12
N -0.683312 1.147448 2.485329 -0.19 -0.11 -0.03
C -1.502745 2.149560 3.118646 0.18 0.42 0.17
H -2.467969 1.698018 3.354545 0.06 0.03 0.02
H -1.007331 2.463178 4.042134 -0.17 -0.08 -0.04
C -1.695340 3.380211 2.213191 -0.01 -0.27 0.11
C -2.330143 2.991736 0.909633 0.03 0.17 0.06
C -1.545475 2.610858 -0.172136 -0.01 0.02 -0.01
C -2.129069 2.222532 -1.364489 0.02 -0.02 -0.08
C -3.507885 2.210414 -1.490961 -0.05 0.00 -0.08
C -4.298550 2.580863 -0.416807 -0.11 -0.03 -0.04
C -3.712378 2.965711 0.775687 0.04 0.00 0.00
H -4.333469 3.257067 1.611319 -0.06 0.05 0.09
H -5.374943 2.571687 -0.509457 -0.08 0.01 -0.01
H -3.965063 1.915339 -2.423976 -0.03 -0.03 -0.07
H -1.507448 1.931348 -2.198825 0.06 -0.03 -0.07
H -0.468373 2.626378 -0.080341 0.11 0.02 0.02
H -0.715917 3.827842 2.037371 -0.03 0.05 0.05
H -2.319405 4.102628 2.741428 0.03 0.06 0.00
H -1.106631 0.421196 1.908693 0.20 0.03 0.07
O 3.440268 1.225607 2.286757 -0.11 0.00 0.00
H 2.744825 1.808406 2.750779 0.00 -0.19 -0.14
H 5.399206 0.179897 1.409812 0.06 0.05 0.04
H 6.716831 -1.483020 0.115896 0.09 0.02 0.01
H 5.526095 -3.259504 -1.121424 0.02 -0.07 -0.05
H 3.114751 -3.392488 -1.099286 -0.09 -0.04 -0.05
H 1.226743 -3.723819 -0.296319 -0.02 0.08 0.04
H -0.263397 -2.796084 -0.066108 0.23 -0.11 -0.03
H 1.596815 -2.042814 -2.330784 0.05 -0.11 -0.03
H 0.516898 -3.425156 -2.527308 0.06 -0.04 -0.06
H -0.316263 -1.109711 -3.341340 -0.01 0.07 -0.02
H -0.527556 -0.714234 -1.634494 0.00 0.13 -0.01
H -1.836544 -3.039757 -3.107245 0.03 -0.08 0.04
H -2.031251 -2.699991 -1.385704 0.01 -0.11 0.04
H -3.938366 -1.799240 -2.697678 -0.14 0.03 -0.03
H -2.828229 -0.788022 -3.624718 -0.02 0.10 -0.11
H -3.041375 -0.509100 -1.893651 -0.05 0.09 0.04

***

2.
58
Properties=species:S:1:pos:R:3:forces:R:3 method="wB97M-V/def2-TZVPD" lumo_ev=-0.6 homo_energy_ev=-7.9 smiles="CCOC(=O)c1c(C#N)c(SCC(=O)Nc2ccc(OC)cc2)nc2c1CN(CC)CC2" homo_lumo_gap_ev=7.272 total_charge=0
C 5.156776 2.512736 -3.217998 -0.22 -0.26 0.28
C 5.099749 1.237846 -2.397251 0.69 0.04 -0.23
H 5.132317 0.348732 -3.036898 0.00 0.08 0.16
H 5.923445 1.181514 -1.677940 -0.15 -0.03 -0.15
O 3.863110 1.223468 -1.676186 -0.38 0.00 -0.03
C 3.832177 0.606724 -0.503905 0.33 -0.27 -0.02
O 4.740687 -0.024619 -0.026255 -0.20 0.03 0.02
C 2.505772 0.806540 0.162234 -0.38 0.17 0.23
C 1.848968 -0.246271 0.803126 -0.01 0.33 -0.10
C 0.625905 0.035582 1.413678 0.37 -0.16 -0.15
N 0.082722 1.246860 1.409342 0.11 0.12 -0.02
C 0.708183 2.258718 0.829631 0.10 -0.01 0.01
C 1.944532 2.087676 0.175882 -0.55 -0.85 0.44
C 2.606535 3.197290 -0.391604 0.19 0.52 -0.15
N 3.143576 4.117824 -0.814103 0.10 0.31 -0.10
S -0.020636 3.847872 0.885077 -0.12 0.29 0.10
C -1.378514 3.616344 2.085169 0.22 0.08 -0.28
H -1.510932 4.589394 2.556116 -0.04 -0.10 -0.03
H -1.045690 2.876748 2.811900 -0.05 0.06 0.06
C -2.693196 3.202454 1.423078 0.49 -0.07 0.24
O -3.645733 3.948142 1.390025 -0.27 0.23 -0.03
N -2.632901 1.948300 0.923229 0.20 -0.30 -0.01
C -3.606556 1.244108 0.207303 -0.22 -0.12 -0.19
C -3.247671 0.019666 -0.343934 -0.03 0.27 0.13
C -4.158048 -0.736636 -1.060162 -0.25 -0.18 -0.16
C -5.456114 -0.271733 -1.238655 0.06 0.17 0.12
C -5.814041 0.960028 -0.688029 0.03 -0.35 -0.18
C -4.907060 1.711196 0.025906 -0.01 0.07 0.04
H -5.194157 2.662052 0.441836 -0.01 0.03 0.02
H -6.822625 1.311167 -0.835775 -0.13 0.06 -0.01
O -6.435933 -0.928316 -1.921874 -0.08 0.22 0.09
C -6.130062 -2.168344 -2.509344 0.04 -0.15 -0.07
H -7.046038 -2.497320 -2.997564 0.09 -0.03 0.02
H -5.336123 -2.074950 -3.257791 -0.01 -0.01 0.04
H -5.836032 -2.909010 -1.758068 0.01 0.03 -0.03
H -3.839986 -1.680871 -1.473299 0.00 -0.08 -0.05
H -2.237232 -0.345007 -0.220240 0.11 -0.04 0.00
H -1.744734 1.461088 1.055557 -0.25 0.24 0.10
C -0.133874 -1.045611 2.110024 0.12 -0.28 0.17
C 0.806563 -2.184890 2.489753 -0.27 0.07 -0.03
N 1.493940 -2.629506 1.293164 -0.12 0.11 0.02
C 2.437873 -1.622954 0.847142 0.31 -0.24 -0.02
H 3.330929 -1.585313 1.500892 -0.07 -0.09 -0.10
H 2.786879 -1.891992 -0.152392 0.08 0.03 0.09
C 2.125027 -3.928775 1.456370 -0.01 -0.14 -0.16
C 2.571994 -4.523720 0.126126 -0.01 0.09 0.27
H 1.765438 -4.452584 -0.598752 -0.08 -0.01 -0.10
H 3.446739 -4.013038 -0.266997 0.10 0.01 -0.09
H 2.827052 -5.571130 0.264709 0.07 -0.09 -0.04
H 2.986136 -3.875778 2.146410 -0.08 0.00 0.03
H 1.378218 -4.591582 1.901324 0.07 0.05 0.04
H 1.510591 -1.845990 3.270689 -0.02 -0.05 0.01
H 0.225764 -3.016028 2.894566 0.08 0.04 0.01
H -0.898543 -1.432882 1.431031 -0.03 -0.01 0.04
H -0.641089 -0.637388 2.985460 0.02 0.06 -0.03
H 4.345339 2.529840 -3.940185 -0.05 0.05 -0.12
H 5.055123 3.377444 -2.567654 0.03 0.09 0.00
H 6.105443 2.564894 -3.743911 0.09 0.00 -0.07

***

3.
58
Properties=species:S:1:pos:R:3:forces:R:3 method="wB97M-V/def2-TZVPD" lumo_ev=-0.2 homo_energy_ev=-7.9 homo_lumo_gap_ev=7.781 total_charge=0
C -0.496607 -4.891568 0.182471 -6.46 1.62 -4.52
N -0.596328 -3.476123 -0.032864 -7.62 -0.46 -2.19
C -1.804025 -2.901966 -0.390063 -3.48 -11.24 1.07
C -2.219115 -1.709599 -0.549552 -4.69 1.21 -0.90
C -1.237362 -0.837786 -0.478816 1.76 9.71 4.73
O -1.494485 0.461081 -0.417694 1.08 -3.49 -1.41
C -0.040631 -1.327921 0.235234 -1.92 17.34 -4.17
C 1.070491 -0.282573 0.196497 -0.18 -2.69 2.06
C 2.282942 -0.737176 0.572036 1.67 -0.14 -0.05
C 2.615690 -2.171445 0.773105 -2.34 4.54 -0.54
C 1.505911 -2.830251 0.576177 1.65 -8.77 -0.85
C 0.178347 -2.488045 0.094142 11.55 -10.78 3.84
H 1.790897 -4.263720 0.552277 -1.04 4.41 0.35
H 3.584745 -2.361511 1.107843 1.18 -1.03 0.41
S 3.691670 0.354201 0.797304 0.95 -9.08 9.80
O 4.546855 -0.264612 1.974094 -1.88 0.67 -5.02
O 3.195204 1.500144 1.283169 -3.52 8.58 1.30
N 4.353024 0.263770 -0.503477 5.28 3.51 -9.10
C 3.898731 1.245983 -1.675774 -7.22 -0.92 7.99
H 4.083545 0.779958 -2.460823 2.02 -4.24 -6.97
C 4.085868 2.624469 -1.622580 4.56 2.82 7.01
H 3.607773 3.208631 -2.267357 -1.66 1.87 -3.58
C 5.626044 3.020158 -1.372582 -9.28 -9.48 -7.16
H 6.101495 2.465875 -2.073347 1.59 -1.29 -3.58
C 6.205545 2.632912 -0.321813 2.42 -8.21 15.74
C 6.829729 1.054009 -0.071685 -3.30 2.77 -3.56
H 7.708580 0.800452 -0.598387 1.44 0.40 -0.58
C 5.832329 0.161068 -0.720010 -0.88 -6.49 5.58
H 5.860514 -0.999983 -0.081298 0.95 2.97 -1.85
H 6.046971 -0.166754 -1.680736 -0.11 0.03 -2.02
H 6.937632 0.865662 0.927302 0.11 -0.20 2.54
H 6.995188 3.101418 0.079308 2.80 2.75 0.86
H 5.461464 2.597342 0.700779 1.63 0.45 -2.47
H 5.758144 3.854593 -1.562179 1.91 14.36 -3.29
H 3.603107 2.983682 -0.653191 0.46 -0.39 -0.88
H 2.753646 1.211496 -1.492092 1.31 -0.64 -1.00
H 0.919895 0.762021 0.078687 -0.70 0.49 -0.15
C -3.696795 -1.363545 -0.626193 -3.40 0.00 -5.44
O -4.539714 -2.235024 -0.967125 2.14 1.16 2.30
N -4.079703 0.040120 -1.023922 17.39 -7.42 5.73
C -5.211604 0.305873 -1.258140 -11.51 10.44 -4.65
C -5.977687 1.360583 -0.108755 6.66 -11.78 -10.51
C -5.595109 1.082397 1.019682 4.31 -2.87 9.98
C -6.090453 1.837734 1.961041 -3.89 5.76 2.97
C -7.018759 3.028043 1.431926 4.72 -5.66 4.80
N -7.093131 3.065878 0.223505 -4.55 5.94 -3.63
C -6.641161 2.206671 -0.616948 -6.29 7.33 -5.18
H -6.894603 2.344486 -1.646283 0.15 -0.07 -0.61
H -7.339275 3.752270 2.096539 -0.90 1.44 1.17
H -5.924555 1.945137 3.029447 0.39 -0.85 -0.09
H -4.789387 0.387895 1.235263 -0.07 -0.40 -0.10
H -5.268496 0.950263 -2.432322 0.01 -0.95 3.00
H -5.737963 -0.446953 -1.606008 -3.19 -4.06 -0.59
H -3.147130 0.501695 -0.877918 -1.16 1.15 -0.24
H -2.636298 -3.784029 -0.402876 1.67 2.42 -0.11
H 0.253186 -5.140633 -0.397985 3.20 -2.34 -3.42
H -0.258655 -5.208228 1.043123 1.59 -1.47 7.05
H -1.562068 -5.398815 -0.063493 2.74 1.27 0.14

***

4.
65
Properties=species:S:1:pos:R:3:forces:R:3 method="wB97M-V/def2-TZVPD" multiplicity=2 lumo_ev="-10.8 / -10.4" homo_energy_ev="-16.6 / -16.6" homo_lumo_gap_ev="5.778 / 6.237" total_charge=+3
Tc 0.219102 -0.300918 -0.106839 0.46 -0.47 -0.14
O -1.262026 0.440077 0.950389 0.00 0.00 0.03
N -1.875258 1.523264 0.575299 -0.05 0.26 -0.14
N -1.242820 2.096858 -0.353753 -0.12 -0.23 0.22
O -0.137157 1.541148 -0.792395 -0.02 0.21 -0.10
C -1.683812 3.331871 -0.952883 -0.01 -0.04 0.05
C -2.592818 4.118610 -0.256465 0.03 0.08 -0.13
C -3.023148 5.285286 -0.865427 0.02 -0.04 0.00
C -2.549583 5.634591 -2.125953 0.01 -0.02 0.01
C -1.640411 4.823561 -2.794278 0.00 -0.02 0.01
C -1.191173 3.649094 -2.211228 -0.08 0.10 0.04
H -2.951937 3.834472 0.721776 0.01 -0.02 0.02
H -3.727853 5.924284 -0.352529 -0.01 0.01 0.00
H -2.893540 6.547993 -2.590699 0.00 0.01 -0.01
H -1.282228 5.101731 -3.775345 0.00 0.01 -0.01
H -0.490828 3.002969 -2.721087 0.01 -0.01 0.01
N -1.213491 -4.099431 0.508981 0.07 0.16 -0.08
C -0.441045 -4.174794 1.648129 0.07 0.04 0.05
C 0.222801 -2.998809 1.735774 0.09 -0.08 0.14
N -0.118945 -2.199204 0.658588 -0.17 -0.07 -0.05
C -1.007783 -2.913077 -0.058020 -0.12 -0.01 -0.05
C -1.624733 -2.269859 -1.189937 -0.01 0.01 0.01
N -1.240400 -1.023090 -1.442678 0.03 -0.13 0.03
C -1.979808 -0.583799 -2.508837 -0.06 0.03 0.01
C -2.813947 -1.588778 -2.894850 -0.05 -0.01 -0.05
N -2.572681 -2.646855 -2.055107 0.11 0.09 0.05
H -1.822708 -4.833834 0.177532 -0.02 0.00 -0.02
H -0.436227 -5.048077 2.276466 0.02 0.00 0.02
H 0.915548 -2.696386 2.497144 -0.02 -0.02 0.00
H -1.854030 0.393169 -2.935624 0.00 0.03 -0.03
H -3.545450 -1.644221 -3.681625 0.00 0.02 -0.02
H -3.030783 -3.544223 -2.113643 -0.01 -0.01 0.00
N 4.056284 1.586158 2.209791 0.05 0.02 0.01
C 2.862851 2.489637 2.283158 0.02 0.01 0.00
C 1.771423 1.926997 1.392755 -0.06 0.04 -0.05
N 1.470176 0.474014 1.598731 -0.01 0.10 0.16
C 2.619436 -0.400107 1.979655 -0.02 -0.12 -0.01
C 3.693258 0.269266 2.820805 0.04 0.02 0.00
H 4.850811 2.000142 2.701881 0.00 0.00 -0.01
H 4.324887 1.448118 1.225151 -0.01 0.00 0.01
H 3.149094 3.482442 1.939753 -0.02 -0.01 0.00
H 2.580162 2.549603 3.334282 0.00 0.01 -0.02
H 2.040305 2.080138 0.355032 -0.01 0.02 0.02
H 0.852655 2.479259 1.587794 0.02 0.01 0.01
H 0.820458 0.440820 2.383959 -0.05 -0.03 -0.07
H 3.065830 -0.811014 1.082780 0.02 -0.02 0.01
H 2.225407 -1.227994 2.564554 0.03 0.06 0.00
H 4.580709 -0.359900 2.866046 -0.02 0.00 -0.01
H 3.363226 0.481337 3.837843 0.01 -0.02 -0.01
O 3.502764 0.660534 -0.473855 0.01 -0.08 -0.05
C 3.038418 0.017522 -1.396619 0.10 0.06 0.04
N 1.700206 -0.472293 -1.391632 -0.21 0.10 0.01
S 1.323893 -1.042374 -2.995423 -0.03 -0.17 -0.03
O 0.527374 -0.030106 -3.608797 0.01 0.06 -0.07
O 0.832554 -2.378991 -2.875320 0.01 0.02 0.01
C 2.969575 -0.985810 -3.561484 -0.02 -0.06 -0.03
C 3.453094 -1.438277 -4.770401 -0.01 0.02 -0.02
C 4.807005 -1.228780 -5.016169 -0.02 -0.01 -0.01
C 5.623563 -0.592116 -4.083406 0.00 0.03 0.07
C 5.113132 -0.147796 -2.872110 -0.05 0.00 -0.02
C 3.762474 -0.356626 -2.618985 0.07 0.06 0.14
H 2.818140 -1.923193 -5.498558 -0.01 -0.01 0.00
H 5.233333 -1.563804 -5.952097 -0.01 -0.01 0.00
H 6.670354 -0.445233 -4.310693 0.00 0.00 0.01
H 5.742918 0.344507 -2.144599 0.01 0.00 0.01

***

Across the entries above, energy relative to the best compared isomer or geometry (same formula, charge and spin) takes the values 0.0, 156.4, 2593.3, 0.0 kJ/mol, respectively.